Density functional theory data (the ωB97M-V functional and the def2-TZVPD basis) for a structure of composition C57H91AsIrO5SSi3 at a distorted geometry.

Last column: Löwdin charge in e.
Positions of all 159 atoms, in Å:
1 Ir 0.07 -0.79 -1.80  1.2659
2 C 3.33 -1.91 -1.74  -0.0431
3 O 2.26 -1.26 -1.07  -0.2403
4 C 2.67 -0.86 0.21  -0.2073
5 C 2.57 -1.79 1.24  -0.1177
6 C 1.67 -3.00 1.11  -0.0509
7 C 0.28 -2.66 1.61  -0.1272
8 C 0.03 -2.62 2.96  -0.0073
9 C -1.22 -2.29 3.48  -0.1715
10 C -2.23 -2.00 2.56  -0.0126
11 C -2.04 -2.02 1.20  -0.1247
12 C -3.18 -1.69 0.27  -0.0513
13 C -3.40 -0.19 0.19  -0.1193
14 C -4.21 0.47 1.10  0.0211
15 C -4.34 1.85 1.09  -0.1786
16 C -3.53 2.58 0.22  0.0051
17 C -2.70 1.96 -0.70  -0.1127
18 C -1.74 2.74 -1.57  -0.0510
19 C -0.42 2.94 -0.86  -0.1478
20 C -0.31 3.92 0.10  -0.0125
21 C 0.87 4.16 0.81  -0.1952
22 C 1.95 3.32 0.52  -0.0272
23 C 1.90 2.32 -0.42  -0.1561
24 C 3.12 1.46 -0.67  -0.0505
25 C 3.27 0.38 0.39  -0.1165
26 C 3.99 0.58 1.55  0.0069
27 C 4.10 -0.41 2.53  -0.1762
28 C 3.32 -1.56 2.39  0.0243
29 C 5.02 -0.20 3.72  -0.5485
30 C 6.42 0.20 3.21  -0.0387
31 C 4.46 0.91 4.61  -0.0333
32 C 5.17 -1.47 4.56  -0.0558
33 C 0.70 2.12 -1.18  -0.3702
34 O 0.64 1.25 -2.13  -0.2419
35 C 0.98 5.23 1.88  -0.5479
36 C -0.20 6.20 1.85  -0.0547
37 C 2.27 6.04 1.70  -0.0420
38 C 1.00 4.53 3.25  -0.0329
39 C -2.74 0.57 -0.78  -0.2012
40 O -2.18 -0.07 -1.88  -0.2392
41 C -3.17 -0.43 -2.83  -0.0392
42 C -5.28 2.57 2.04  -0.5470
43 C -4.49 3.53 2.95  -0.0339
44 C -6.06 1.61 2.94  -0.0542
45 C -6.28 3.37 1.20  -0.0349
46 C -0.75 -2.36 0.67  -0.3510
47 O -0.55 -2.45 -0.60  -0.2462
48 C -1.53 -2.25 4.97  -0.5484
49 C -1.93 -0.82 5.38  -0.0390
50 C -2.69 -3.20 5.27  -0.0397
51 C -0.33 -2.66 5.82  -0.0557
52 H 3.83 -2.62 -1.08  0.1242
53 H 4.06 -1.17 -2.09  0.1091
54 H 2.89 -2.43 -2.59  0.0414
55 H 2.06 -3.84 1.69  0.1329
56 H 1.58 -3.29 0.06  0.1004
57 H 0.84 -2.87 3.63  0.1087
58 H -3.22 -1.75 2.92  0.1155
59 H -4.09 -2.18 0.63  0.1343
60 H -2.92 -2.09 -0.71  0.1025
61 H -4.75 -0.12 1.82  0.1098
62 H -3.54 3.66 0.24  0.1210
63 H -2.16 3.72 -1.81  0.1320
64 H -1.56 2.20 -2.50  0.1033
65 H -1.17 4.53 0.30  0.1075
66 H 2.88 3.46 1.06  0.1164
67 H 4.01 2.09 -0.67  0.1335
68 H 3.01 1.00 -1.65  0.0915
69 H 4.50 1.52 1.69  0.1208
70 H 3.29 -2.30 3.16  0.1132
71 H 6.40 1.13 2.65  0.0753
72 H 6.82 -0.57 2.56  0.0925
73 H 7.09 0.34 4.05  0.0876
74 H 4.35 1.85 4.07  0.0793
75 H 5.12 1.08 5.46  0.0894
76 H 3.48 0.63 5.00  0.0820
77 H 5.52 -2.29 3.94  0.0913
78 H 4.23 -1.75 5.02  0.0807
79 H 5.89 -1.31 5.35  0.0892
80 H -0.30 6.65 0.87  0.0923
81 H -0.04 6.99 2.57  0.0873
82 H -1.13 5.70 2.11  0.0739
83 H 2.31 6.47 0.70  0.0936
84 H 3.16 5.42 1.83  0.0727
85 H 2.32 6.84 2.43  0.0852
86 H 0.07 3.99 3.41  0.0729
87 H 1.10 5.28 4.04  0.0899
88 H 1.83 3.84 3.33  0.0761
89 H -3.46 0.45 -3.42  0.1140
90 H -4.06 -0.83 -2.34  0.1186
91 H -2.72 -1.18 -3.47  0.0419
92 H -3.79 2.98 3.56  0.0781
93 H -5.18 4.06 3.61  0.0900
94 H -3.94 4.27 2.37  0.0763
95 H -5.38 1.04 3.58  0.0812
96 H -6.65 0.91 2.35  0.0887
97 H -6.73 2.17 3.58  0.0899
98 H -5.78 4.09 0.56  0.0791
99 H -6.97 3.91 1.85  0.0877
100 H -6.86 2.71 0.56  0.0921
101 H -2.80 -0.47 4.83  0.0729
102 H -1.11 -0.13 5.22  0.0718
103 H -2.18 -0.81 6.44  0.0886
104 H -3.60 -2.90 4.75  0.0755
105 H -2.90 -3.20 6.34  0.0855
106 H -2.44 -4.21 4.97  0.0927
107 H 0.52 -1.99 5.67  0.0785
108 H -0.02 -3.68 5.60  0.0887
109 H -0.60 -2.62 6.88  0.0876
110 C -1.19 0.80 -5.90  -0.2059
111 Si -1.23 -1.11 -6.05  0.4266
112 C -0.85 -1.67 -7.85  -0.1900
113 C -3.04 -1.76 -5.89  -0.2004
114 As 0.31 -1.73 -4.23  0.8191
115 Si 2.42 -1.21 -5.35  0.4138
116 C 2.39 -1.24 -7.26  -0.2103
117 C 2.75 0.59 -4.79  -0.1977
118 C 3.97 -2.32 -5.04  -0.1943
119 Si 0.02 -4.11 -4.07  0.3669
120 C -1.55 -4.40 -3.01  -0.1925
121 C -0.21 -4.83 -5.82  -0.2025
122 C 1.52 -4.91 -3.21  -0.1907
123 H -2.06 1.27 -6.35  0.0367
124 H -0.31 1.21 -6.39  0.0215
125 H -1.14 1.09 -4.85  0.0056
126 H -1.59 -1.25 -8.51  0.0440
127 H -0.90 -2.75 -7.95  0.0225
128 H 0.11 -1.37 -8.24  -0.0144
129 H -3.42 -1.98 -6.88  0.0331
130 H -3.71 -1.03 -5.46  0.0191
131 H -3.12 -2.68 -5.31  0.0106
132 H 1.80 -0.43 -7.68  0.0179
133 H 2.01 -2.18 -7.65  0.0226
134 H 3.39 -1.12 -7.65  0.0397
135 H 2.17 1.29 -5.40  0.0283
136 H 3.79 0.88 -4.88  0.0393
137 H 2.43 0.74 -3.77  -0.0165
138 H 3.75 -3.37 -5.22  0.0212
139 H 4.41 -2.23 -4.06  0.0013
140 H 4.74 -2.04 -5.76  0.0369
141 H -2.43 -3.96 -3.47  0.0110
142 H -1.42 -3.92 -2.04  -0.0010
143 H -1.75 -5.45 -2.84  0.0393
144 H -1.16 -4.54 -6.25  0.0156
145 H -0.18 -5.92 -5.81  0.0356
146 H 0.58 -4.49 -6.49  0.0189
147 H 1.62 -4.55 -2.19  0.0146
148 H 2.45 -4.69 -3.73  0.0089
149 H 1.42 -5.99 -3.16  0.0384
150 C 0.99 0.64 3.06  -0.1694
151 S 0.05 1.26 1.61  0.9824
152 C -1.50 1.37 2.58  -0.1782
153 O -0.11 0.13 0.67  -0.4922
154 H 0.81 1.32 3.88  0.0555
155 H 2.04 0.63 2.81  0.0165
156 H 0.66 -0.37 3.30  0.0430
157 H -1.29 1.87 3.51  0.0537
158 H -1.88 0.37 2.75  0.0369
159 H -2.21 1.95 2.00  0.0197

Properties
* net charge: +1
* largest force on an atom: 3.924 eV/A
* E_tot: -168965.477 eV


Density functional theory data (the ωB97M-V functional and the def2-TZVPD basis) for a structure of composition C58H104Ag2Cl21N5O9 at a distorted geometry.

Last column: Löwdin charge in e.
Positions of all 199 atoms, in Å:
1 Ag 3.07 -1.10 -1.23  0.8003
2 Ag -5.12 -0.08 0.65  0.8609
3 C -1.06 -1.94 0.02  -0.0301
4 C -2.15 -1.26 0.55  -0.3199
5 C -1.96 0.32 0.77  -0.3457
6 O -3.00 0.91 1.16  -0.1076
7 C -0.77 0.92 0.43  -0.0101
8 C 0.21 0.17 -0.21  -0.2572
9 C 0.08 -1.37 -0.43  -0.3285
10 O 1.07 -1.98 -0.94  -0.1738
11 O 1.29 0.74 -0.64  -0.0993
12 O -3.23 -1.80 0.88  -0.0656
13 H -1.17 -2.96 -0.17  0.0770
14 H -0.55 1.94 0.60  0.0741
15 C -3.95 -4.92 1.39  -1.5407
16 Cl -2.84 -5.84 2.37  0.5700
17 Cl -5.57 -4.91 1.98  0.5936
18 Cl -4.10 -5.63 -0.28  0.4932
19 H -3.52 -3.92 1.22  -0.0133
20 C -4.56 4.08 0.88  -1.5667
21 Cl -3.89 4.19 -0.76  0.5481
22 Cl -6.30 3.83 0.86  0.5493
23 Cl -4.29 5.57 1.75  0.5314
24 H -4.12 3.17 1.38  -0.0005
25 C 0.16 3.43 -2.71  -1.4871
26 Cl -1.31 2.68 -3.28  0.5554
27 Cl -0.24 4.69 -1.52  0.5442
28 Cl 1.04 4.20 -4.09  0.4947
29 H 0.80 2.69 -2.29  -0.0258
30 C 2.24 -4.77 -0.57  -1.4150
31 Cl 1.52 -6.47 -0.68  0.4855
32 Cl 2.89 -4.19 -2.15  0.5656
33 Cl 3.53 -4.66 0.65  0.5395
34 H 1.47 -4.11 -0.34  -0.0651
35 C -0.49 -3.27 -3.57  -1.4998
36 Cl -1.42 -1.72 -3.81  0.5449
37 Cl 0.03 -3.84 -5.13  0.5613
38 Cl -1.47 -4.43 -2.64  0.5463
39 H 0.40 -3.07 -2.97  -0.0384
40 C -1.06 1.96 3.44  -1.4810
41 Cl -2.38 1.83 4.66  0.5728
42 Cl 0.48 1.96 4.31  0.5533
43 Cl -1.28 3.50 2.64  0.6067
44 H -1.14 1.17 2.74  -0.0549
45 C -0.64 -3.26 3.39  -1.4658
46 Cl 0.97 -3.72 2.69  0.5483
47 Cl -0.65 -1.58 3.90  0.5830
48 Cl -1.14 -4.25 4.80  0.5021
49 H -1.37 -3.45 2.62  -0.0388
50 C 5.75 -2.20 -3.21  -0.0579
51 C 5.52 -1.32 -4.44  -0.4899
52 C 5.90 -2.15 -5.75  -0.0988
53 C 5.32 -1.56 -7.08  -0.1770
54 C 3.83 -1.29 -7.00  -0.1378
55 C 3.50 -0.37 -5.79  -0.4860
56 N 4.12 -0.97 -4.59  -0.0773
57 O 3.66 -0.34 -3.38  -0.1108
58 C 3.99 1.01 -6.17  -0.0181
59 C 1.98 -0.45 -5.52  -0.0280
60 C 6.44 -0.05 -4.24  -0.0057
61 H 4.94 -3.00 -3.15  0.0404
62 H 5.64 -1.73 -2.22  0.0493
63 H 6.77 -2.54 -3.31  0.0855
64 H 6.98 -2.36 -5.74  0.1195
65 H 5.46 -3.17 -5.60  0.1205
66 H 5.61 -2.26 -7.87  0.1093
67 H 5.87 -0.65 -7.35  0.0965
68 H 3.32 -2.29 -7.04  0.1398
69 H 3.38 -0.88 -7.83  0.0908
70 H 5.07 1.02 -6.47  0.0795
71 H 3.39 1.40 -7.01  0.1002
72 H 3.78 1.74 -5.38  0.0736
73 H 1.55 0.25 -4.79  0.0806
74 H 1.34 -0.33 -6.34  0.0677
75 H 1.70 -1.44 -5.10  0.0657
76 H 5.86 0.71 -3.71  0.0470
77 H 6.68 0.43 -5.24  0.0826
78 H 7.40 -0.38 -3.81  0.0841
79 H 3.65 0.61 -3.57  0.0513
80 C 3.22 -1.06 2.11  -0.0479
81 C 4.68 -0.78 2.55  -0.4939
82 C 5.02 -1.95 3.57  -0.1530
83 C 6.44 -2.19 3.86  -0.1658
84 C 7.16 -2.39 2.50  -0.1205
85 C 6.97 -1.27 1.50  -0.5002
86 N 5.48 -1.05 1.39  -0.0990
87 O 5.24 -0.35 0.21  -0.0819
88 C 7.76 0.03 1.83  -0.0147
89 C 7.49 -1.73 0.15  -0.0459
90 C 4.78 0.55 3.32  -0.0019
91 H 2.54 -1.00 2.95  0.0639
92 H 3.17 -2.08 1.73  0.0149
93 H 2.92 -0.22 1.38  0.0854
94 H 4.39 -1.65 4.47  0.1457
95 H 4.43 -2.77 3.26  0.0858
96 H 6.64 -3.07 4.49  0.1219
97 H 6.75 -1.37 4.43  0.0843
98 H 6.72 -3.21 1.95  0.1042
99 H 8.27 -2.56 2.64  0.1438
100 H 8.80 -0.04 1.55  0.0724
101 H 7.32 0.82 1.21  0.0688
102 H 7.77 0.42 2.85  0.0727
103 H 6.89 -2.63 -0.11  0.1025
104 H 7.37 -0.88 -0.51  0.0751
105 H 8.54 -2.00 0.18  0.0849
106 H 4.41 1.34 2.69  0.0498
107 H 5.71 0.64 3.87  0.0763
108 H 4.00 0.47 4.08  0.0812
109 H 4.83 0.52 0.46  0.0725
110 C 4.38 2.52 -2.39  -0.0609
111 C 4.59 3.57 -1.32  -0.4255
112 C 4.49 5.05 -1.86  -0.1024
113 C 4.26 6.02 -0.74  -0.1867
114 C 3.14 5.66 0.21  -0.1559
115 C 3.31 4.32 0.84  -0.4931
116 N 3.44 3.35 -0.33  -0.0457
117 O 3.48 2.06 0.21  -0.1133
118 C 4.48 4.38 1.81  -0.0324
119 C 2.07 3.92 1.67  -0.0470
120 C 5.98 3.24 -0.68  -0.0185
121 H 3.37 2.61 -2.65  0.0461
122 H 4.52 1.54 -1.91  0.0796
123 H 4.92 2.67 -3.32  0.0931
124 H 5.45 5.21 -2.38  0.1268
125 H 3.68 5.11 -2.56  0.0905
126 H 4.00 7.00 -1.18  0.1266
127 H 5.10 6.17 -0.12  0.0822
128 H 2.12 5.77 -0.21  0.0972
129 H 3.25 6.39 0.98  0.1164
130 H 4.17 4.88 2.70  0.0748
131 H 4.79 3.35 2.07  0.0838
132 H 5.35 4.96 1.45  0.0719
133 H 2.12 4.28 2.69  0.0709
134 H 1.14 4.11 1.13  0.0389
135 H 2.20 2.84 1.80  0.0653
136 H 6.35 4.04 0.01  0.0769
137 H 6.73 3.10 -1.46  0.0863
138 H 6.07 2.35 -0.09  0.0458
139 H 2.63 1.67 -0.09  0.0457
140 C -4.28 -1.44 4.84  -0.0778
141 C -5.69 -0.94 4.82  -0.5187
142 C -6.37 -1.10 6.22  -0.1070
143 C -7.70 -0.33 6.19  -0.1974
144 C -7.43 1.15 5.98  -0.1181
145 C -6.70 1.43 4.59  -0.4843
146 N -5.60 0.42 4.37  -0.0564
147 O -5.08 0.54 3.03  -0.1242
148 C -7.73 1.40 3.46  -0.0263
149 C -6.03 2.75 4.65  -0.0564
150 C -6.44 -1.91 3.80  -0.0381
151 H -3.85 -1.29 3.84  0.0612
152 H -4.15 -2.60 4.96  0.1184
153 H -3.70 -0.93 5.64  0.0871
154 H -6.57 -2.15 6.53  0.1305
155 H -5.75 -0.64 7.05  0.1307
156 H -8.29 -0.56 7.10  0.1187
157 H -8.33 -0.66 5.40  0.0747
158 H -6.85 1.59 6.81  0.1183
159 H -8.28 1.85 5.96  0.1231
160 H -8.37 0.53 3.51  0.0727
161 H -8.24 2.35 3.47  0.0855
162 H -7.26 1.35 2.52  0.0314
163 H -6.63 3.59 4.88  0.0798
164 H -5.22 2.69 5.39  0.0780
165 H -5.42 2.89 3.74  0.0715
166 H -6.28 -2.94 4.05  0.0379
167 H -5.98 -1.77 2.82  0.0408
168 H -7.54 -1.76 3.83  0.0819
169 H -4.19 0.91 3.10  0.0133
170 C -4.48 1.05 -2.08  -0.0463
171 C -5.42 -0.23 -2.36  -0.4815
172 C -4.60 -1.45 -2.41  -0.1629
173 C -5.46 -2.77 -2.47  -0.1308
174 C -6.40 -2.77 -1.27  -0.1438
175 C -7.25 -1.51 -1.10  -0.5189
176 N -6.34 -0.35 -1.17  -0.1610
177 O -7.14 0.85 -1.09  -0.0529
178 C -8.28 -1.52 -2.21  -0.0195
179 C -7.94 -1.47 0.29  -0.0138
180 C -6.13 0.07 -3.69  -0.0155
181 H -3.94 1.16 -1.12  0.0451
182 H -5.08 1.92 -2.17  0.0386
183 H -3.71 1.01 -2.89  0.0676
184 H -3.86 -1.45 -3.21  0.0500
185 H -3.98 -1.53 -1.50  0.1061
186 H -4.73 -3.57 -2.48  0.0739
187 H -6.08 -2.82 -3.42  0.1176
188 H -5.78 -2.74 -0.34  0.0963
189 H -6.94 -3.70 -1.25  0.1203
190 H -9.08 -2.18 -1.89  0.0966
191 H -8.79 -0.59 -2.37  0.0775
192 H -7.83 -1.86 -3.15  0.0796
193 H -7.20 -1.76 1.09  0.0578
194 H -8.41 -0.52 0.64  0.0965
195 H -8.66 -2.25 0.26  0.0755
196 H -6.54 -0.81 -4.16  0.0566
197 H -5.38 0.39 -4.46  0.1086
198 H -6.91 0.82 -3.49  0.0900
199 H -7.91 0.56 -1.57  0.0556

Properties
* relative energy (zero: lowest compared OMol25 entry of this formula, charge and spin): 2.5 kJ/mol
* largest force on an atom: 3.911 eV/A
* E_tot: -358673.627 eV